Entry 1:
Molecular formula: C4H13N2O
Method: DFT, the ωB97M-V functional and the def2-TZVPD basis

Geometry (Å):
1 C 2.93 -1.34 0.50
2 N -0.75 -1.77 0.33
3 C 0.53 -1.50 0.08
4 N 1.55 -1.74 0.84
5 H 3.29 -0.69 1.30
6 H 2.92 -0.77 -0.46
7 H 3.54 -2.22 0.43
8 H -1.02 -2.17 1.21
9 H -1.48 -1.30 -0.22
10 H 0.73 -0.93 -0.84
11 H 1.46 -2.40 1.63
12 C -1.21 1.67 -0.94
13 O -1.32 2.94 -1.63
14 C -1.98 1.76 0.40
15 H -1.74 0.88 -1.52
16 H -0.15 1.38 -0.91
17 H -0.66 2.90 -2.33
18 H -3.00 2.11 0.14
19 H -2.10 0.74 0.88
20 H -1.55 2.45 1.11

Calculated values
spin multiplicity = 2
E_HOMO (spin up / spin down) = -18.6 / -18.6 eV
⟨S²⟩ = 0.755
total charge = +2

Need the natural (NBO) charges? In units of e they are:
1 C -0.413
2 N -0.722
3 C 0.392
4 N -0.479
5 H 0.246
6 H 0.220
7 H 0.252
8 H 0.436
9 H 0.422
10 H 0.203
11 H 0.443
12 C -0.151
13 O -0.120
14 C -0.642
15 H 0.333
16 H 0.254
17 H 0.522
18 H 0.276
19 H 0.245
20 H 0.283

=====

Entry 2:
Molecular formula: C4H13N2O2
Method: DFT, the ωB97M-V functional and the def2-TZVPD basis

Geometry (Å):
1 O -0.62 -3.33 0.83
2 C -0.05 -3.08 -0.21
3 C -0.09 -1.62 -0.67
4 C 0.96 -1.02 0.32
5 C 1.12 0.45 0.19
6 N -0.15 1.23 0.56
7 N -1.46 -1.12 -0.76
8 H 0.17 -3.93 -0.86
9 H 0.26 -1.62 -1.72
10 H 1.91 -1.56 -0.03
11 H 0.82 -1.43 1.31
12 H 1.35 0.73 -0.83
13 H 1.85 0.76 0.99
14 H -0.32 1.15 1.61
15 H -0.94 0.87 0.04
16 H -0.19 2.24 0.26
17 H -1.86 -1.14 0.19
18 H -2.11 -1.70 -1.29
19 H 0.28 5.10 -0.43
20 H -0.81 4.71 0.51
21 O -0.10 4.32 -0.02

Calculated values
spin multiplicity = 1
E_HOMO = -13.0 eV
total charge = +1

Need the natural (NBO) charges? In units of e they are:
1 O -0.507
2 C 0.393
3 C -0.152
4 C -0.460
5 C -0.213
6 N -0.719
7 N -0.857
8 H 0.155
9 H 0.207
10 H 0.269
11 H 0.252
12 H 0.238
13 H 0.236
14 H 0.442
15 H 0.456
16 H 0.480
17 H 0.364
18 H 0.403
19 H 0.501
20 H 0.486
21 O -0.974

=====

Entry 3:
Molecular formula: C4H13N2O2
Method: DFT, the ωB97M-V functional and the def2-TZVPD basis

Geometry (Å):
1 N 0.13 -2.09 0.95
2 C -0.06 -0.60 1.04
3 C 0.84 0.05 0.01
4 N 0.71 1.39 -0.30
5 C -0.08 2.42 0.34
6 C -1.32 2.70 -0.56
7 O 1.71 -0.57 -0.54
8 H -0.55 -2.57 1.55
9 H 1.08 -2.33 1.23
10 H 0.05 -2.45 -0.04
11 H -1.10 -0.37 0.87
12 H 0.20 -0.29 2.05
13 H 1.25 1.68 -1.11
14 H -0.36 2.06 1.32
15 H 0.59 3.27 0.45
16 H -1.48 3.78 -0.49
17 H -2.20 2.19 -0.21
18 H -1.12 2.53 -1.62
19 H 1.25 -3.17 -1.73
20 H 0.08 -4.20 -1.85
21 O 0.39 -3.42 -1.36

Calculated values
spin multiplicity = 2
E_HOMO (spin up / spin down) = -19.5 / -19.5 eV
⟨S²⟩ = 0.770
total charge = +2

Need the natural (NBO) charges? In units of e they are:
1 N -0.684
2 C -0.338
3 C 0.599
4 N -0.177
5 C -0.257
6 C -0.595
7 O -0.359
8 H 0.465
9 H 0.457
10 H 0.491
11 H 0.270
12 H 0.284
13 H 0.461
14 H 0.241
15 H 0.293
16 H 0.288
17 H 0.255
18 H 0.248
19 H 0.508
20 H 0.535
21 O -0.985

=====

Entry 4:
Molecular formula: C4H13N2S
Method: DFT, the ωB97M-V functional and the def2-TZVPD basis

Geometry (Å):
1 C -2.59 0.98 -0.41
2 S -0.94 1.73 -0.66
3 C -0.42 1.05 -2.27
4 H -2.56 -0.10 -0.29
5 H -3.21 1.31 -1.23
6 H -2.97 1.44 0.50
7 H 0.59 1.43 -2.41
8 H -0.40 -0.03 -2.27
9 H -1.03 1.47 -3.05
10 C 1.34 -1.98 1.37
11 C 1.21 -0.89 0.61
12 N 1.27 0.43 1.24
13 N 1.27 -3.29 1.01
14 H 1.48 -1.85 2.44
15 H 1.00 -0.84 -0.45
16 H 0.46 1.05 0.93
17 H 1.14 0.33 2.25
18 H 2.13 0.93 1.00
19 H 1.50 -3.53 0.05
20 H 1.63 -3.93 1.71

Calculated values
spin multiplicity = 1
E_HOMO = -12.5 eV
total charge = +1

Need the natural (NBO) charges? In units of e they are:
1 C -0.724
2 S 0.150
3 C -0.731
4 H 0.224
5 H 0.237
6 H 0.241
7 H 0.234
8 H 0.216
9 H 0.243
10 C 0.058
11 C -0.223
12 N -0.705
13 N -0.765
14 H 0.199
15 H 0.224
16 H 0.445
17 H 0.432
18 H 0.432
19 H 0.402
20 H 0.407

=====

Entry 5:
Molecular formula: C4H13N2S
Method: DFT, the ωB97M-V functional and the def2-TZVPD basis

Geometry (Å):
1 C -1.96 1.28 -0.58
2 C -1.35 0.74 0.81
3 C 1.24 0.34 -0.90
4 C -0.53 -0.46 0.53
5 N 2.38 -0.58 -0.46
6 N 0.41 -0.83 1.50
7 S -1.09 -2.00 -0.33
8 H -2.65 1.98 -0.30
9 H -2.39 0.43 -0.94
10 H -1.23 1.59 -1.40
11 H -2.06 0.34 1.59
12 H -0.59 1.40 1.35
13 H 1.39 1.36 -0.52
14 H 1.03 0.19 -2.02
15 H 3.27 -0.14 -0.33
16 H 2.34 -1.32 -1.08
17 H 0.42 -0.31 2.39
18 H 2.02 -0.80 0.53
19 H 0.40 -1.83 1.64
20 H -1.01 -1.41 -1.48

Calculated values
spin multiplicity = 1
E_HOMO (spin up / spin down) = -12.3 / -12.3 eV
total charge = +1

Need the natural (NBO) charges? In units of e they are:
1 C -0.574
2 C -0.503
3 C -0.410
4 C 0.236
5 N -0.720
6 N -0.879
7 S 0.035
8 H 0.230
9 H 0.205
10 H 0.224
11 H 0.252
12 H 0.223
13 H 0.206
14 H 0.213
15 H 0.430
16 H 0.431
17 H 0.413
18 H 0.436
19 H 0.406
20 H 0.146

=====

Entry 6:
Molecular formula: C4H13N3
Method: DFT, the ωB97M-V functional and the def2-TZVPD basis

Geometry (Å):
1 N -2.68 -1.28 0.52
2 C -1.52 -0.75 1.45
3 C -1.01 0.71 1.04
4 C -0.33 0.71 -0.27
5 N 1.00 0.26 0.01
6 C 1.73 -0.11 -1.31
7 N 3.17 0.39 -1.37
8 H -3.47 -1.31 1.13
9 H -2.86 -0.52 -0.23
10 H -0.59 -1.39 1.32
11 H -1.83 -0.82 2.53
12 H -0.15 1.01 1.70
13 H -1.87 1.40 0.92
14 H -0.94 -0.01 -0.79
15 H -0.50 1.59 -0.87
16 H 1.70 0.98 0.46
17 H 1.21 0.37 -2.13
18 H 1.66 -1.16 -1.42
19 H 3.53 -0.18 -2.17
20 H 3.76 0.12 -0.52

Calculated values
spin multiplicity = 1
E_HOMO = -9.0 eV

Need the natural (NBO) charges? In units of e they are:
1 N -0.846
2 C -0.229
3 C -0.407
4 C -0.244
5 N -0.650
6 C -0.038
7 N -0.857
8 H 0.354
9 H 0.343
10 H 0.199
11 H 0.192
12 H 0.213
13 H 0.197
14 H 0.189
15 H 0.174
16 H 0.369
17 H 0.161
18 H 0.161
19 H 0.360
20 H 0.359

=====

Sequential max |F| output: 0.0548 0.0534 0.0284 0.0167 0.0941 0.0933 Eh/bohr
Sequential E output: -344.19872 -419.92871 -419.50286 -667.64096 -667.54001 -324.39002 Ha